Record 1
The following is a DFT calculation (ωB97M-V/def2-TZVPD) of 2 unconnected molecules or ions with the total composition C4H10I2N.

Net charge: +1
Highest occupied orbital energy (eV): -13.30
Energy above the lowest of the compared OMol25 structures with the same formula, charge and spin (kcal per mole): 0.1
HOMO-LUMO gap (eV): 8.894
Max |F| (eV/A): 4.64

The geometry in XYZ format:
```
17
C4H10I2N (ωB97M-V/def2-TZVPD)
C 0.53 -2.00 0.32
C -0.44 1.01 1.59
C -0.13 -0.90 -0.49
C 0.77 0.27 -0.39
N 0.68 1.05 0.60
I 2.38 0.25 -1.86
I -1.31 2.14 -2.52
H 0.37 -1.86 1.41
H 1.62 -2.10 0.14
H -0.12 -2.95 0.16
H -1.40 1.24 1.12
H -0.33 0.00 2.03
H -0.20 1.83 2.27
H -0.10 -1.25 -1.62
H -1.10 -0.82 -0.18
H 1.43 1.75 0.75
H -2.66 2.35 -3.33
```

How is the electron density shared among the atoms? According to natural (NBO), the charges in e are:
1. C -0.6071
2. C -0.4312
3. C -0.5560
4. C 0.3556
5. N -0.5100
6. I 0.3283
7. I -0.1256
8. H 0.2116
9. H 0.2349
10. H 0.2612
11. H 0.2507
12. H 0.2357
13. H 0.2457
14. H 0.2660
15. H 0.2557
16. H 0.4436
17. H 0.1409

---

Record 2
The following is a DFT calculation (ωB97M-V/def2-TZVPD) of a molecular structure, C4H10I2O.

Net charge: 0
Highest occupied orbital energy (eV): -9.12
Energy above the lowest of the compared OMol25 structures with the same formula, charge and spin (kcal per mole): 0.0
HOMO-LUMO gap (eV): 9.299
Max |F| (eV/A): 0.93

The geometry in XYZ format:
```
17
C4H10I2O (ωB97M-V/def2-TZVPD)
I 1.34 -2.74 0.13
I -1.38 -1.09 1.66
C 1.55 -0.62 2.29
C 0.68 -0.95 1.10
H 1.50 -1.42 3.05
H 1.22 0.32 2.75
H 2.60 -0.51 1.97
H 0.71 -0.17 0.31
O -0.12 0.79 -1.16
C -0.66 -0.19 -2.03
C -1.09 1.78 -0.88
H 0.13 -0.94 -2.22
H -0.96 0.25 -3.00
H -1.53 -0.70 -1.59
H -1.41 2.31 -1.79
H -1.98 1.36 -0.39
H -0.62 2.52 -0.20
```

How is the electron density shared among the atoms? According to natural (NBO), the charges in e are:
1. I 0.1082
2. I 0.1065
3. C -0.6722
4. C -0.4842
5. H 0.2210
6. H 0.2248
7. H 0.2269
8. H 0.2604
9. O -0.5632
10. C -0.2650
11. C -0.2561
12. H 0.2024
13. H 0.1721
14. H 0.1769
15. H 0.1706
16. H 0.1771
17. H 0.1939

---

Record 3
The following is a DFT calculation (ωB97M-V/def2-TZVPD) of C4H10IN in the gas phase.

Net charge: 0
Highest occupied orbital energy (eV): -8.48
SMILES string: CC(C)(C)NI
Energy above the lowest of the compared OMol25 structures with the same formula, charge and spin (kcal per mole): 15.8
HOMO-LUMO gap (eV): 8.748
Max |F| (eV/A): 5.14

The geometry in XYZ format:
```
16
C4H10IN (ωB97M-V/def2-TZVPD)
C 1.04 0.90 0.71
C 0.23 -1.43 0.27
C 0.00 0.31 -1.48
C 0.04 0.08 -0.04
N -1.21 0.63 0.54
I -3.06 -0.12 0.19
H 1.94 0.31 0.85
H 1.21 1.68 0.04
H 0.70 1.40 1.64
H -0.78 -2.04 0.44
H 0.47 -1.64 1.34
H 0.66 -1.96 -0.60
H -0.76 -0.24 -2.00
H -0.21 1.38 -1.68
H 0.87 0.07 -2.00
H -1.12 0.66 1.78
```

How is the electron density shared among the atoms? According to natural (NBO), the charges in e are:
1. C -0.5981
2. C -0.6657
3. C -0.6268
4. C 0.0655
5. N -0.8223
6. I 0.2682
7. H 0.2176
8. H 0.2152
9. H 0.2197
10. H 0.2206
11. H 0.2281
12. H 0.2286
13. H 0.2250
14. H 0.2203
15. H 0.2197
16. H 0.3845

---

Record 4
The following is a DFT calculation (ωB97M-V/def2-TZVPD) of a gas-phase ion, C4H10N (charge +1).

Net charge: +1
Highest occupied orbital energy (eV): -14.29
Energy above the lowest of the compared OMol25 structures with the same formula, charge and spin (kcal per mole): 97.0
HOMO-LUMO gap (eV): 9.757
Max |F| (eV/A): 5.77

The geometry in XYZ format:
```
15
C4H10N (ωB97M-V/def2-TZVPD)
C 1.01 -0.73 -1.37
C 0.73 1.13 -0.23
C -0.13 -1.04 -0.45
C -1.12 0.52 1.21
N 0.04 0.04 0.54
H 1.04 -0.34 -2.37
H 1.82 -1.40 -1.15
H 1.48 1.57 0.31
H 0.08 1.77 -0.89
H -1.09 -1.13 -1.05
H -0.13 -1.91 0.18
H -1.21 1.58 1.39
H -1.94 0.28 0.52
H -1.35 0.03 2.14
H 0.75 -0.36 1.22
```

How is the electron density shared among the atoms? According to natural (NBO), the charges in e are:
1. C -0.2940
2. C -0.2025
3. C -0.2695
4. C -0.4491
5. N -0.3709
6. H 0.2501
7. H 0.2193
8. H 0.2116
9. H 0.2423
10. H 0.2549
11. H 0.2289
12. H 0.2551
13. H 0.2316
14. H 0.2460
15. H 0.4461

---

Record 5
The following is a DFT calculation (ωB97M-V/def2-TZVPD) of 2 unconnected molecules or ions with the total composition C4H10N.

Net charge: +1
Highest occupied orbital energy (eV): -11.49
Energy above the lowest of the compared OMol25 structures with the same formula, charge and spin (kcal per mole): 79.6
HOMO-LUMO gap (eV): 5.392
Max |F| (eV/A): 1.57

The geometry in XYZ format:
```
15
C4H10N (ωB97M-V/def2-TZVPD)
C -0.70 3.82 0.08
N -0.17 2.75 0.53
H -0.67 3.99 -0.98
H -1.27 4.48 0.72
H -0.14 2.65 1.55
H 0.32 2.13 -0.09
C 1.10 -2.73 -0.86
C -0.22 -2.26 -0.29
C -0.41 -1.58 0.87
H 1.58 -1.79 -1.16
H 1.89 -3.18 -0.28
H 0.83 -3.15 -1.83
H -1.05 -2.32 -0.99
H -1.11 -0.76 0.98
H 0.03 -2.05 1.74
```

How is the electron density shared among the atoms? According to natural (NBO), the charges in e are:
1. C 0.1723
2. N -0.5623
3. H 0.2356
4. H 0.2429
5. H 0.4522
6. H 0.4569
7. C -0.6667
8. C -0.1186
9. C -0.4801
10. H 0.2196
11. H 0.2401
12. H 0.2283
13. H 0.1923
14. H 0.1776
15. H 0.2100

---

Record 6
The following is a DFT calculation (ωB97M-V/def2-TZVPD) of 2 unconnected molecules or ions with the total composition C4H10N.

Net charge: +1
Highest occupied orbital energy (eV): -13.33
Energy above the lowest of the compared OMol25 structures with the same formula, charge and spin (kcal per mole): 45.8
HOMO-LUMO gap (eV): 9.253
Max |F| (eV/A): 2.38

The geometry in XYZ format:
```
15
C4H10N (ωB97M-V/def2-TZVPD)
N -0.71 0.51 1.64
H -0.56 0.00 2.57
H -1.06 1.44 1.78
H 0.19 0.65 1.19
H -1.35 -0.07 1.03
C 1.96 0.49 -0.24
C 0.86 0.22 -1.03
C -0.02 -0.94 -0.87
C -1.36 -0.88 -1.22
H 2.26 -0.25 0.55
H 2.55 1.44 -0.42
H 0.64 0.97 -1.85
H 0.38 -1.80 -0.24
H -2.04 -1.72 -0.96
H -1.73 -0.08 -1.95
```

How is the electron density shared among the atoms? According to natural (NBO), the charges in e are:
1. N -0.8974
2. H 0.4591
3. H 0.4488
4. H 0.4627
5. H 0.4780
6. C -0.4213
7. C -0.2517
8. C -0.2526
9. C -0.4141
10. H 0.2077
11. H 0.2485
12. H 0.2397
13. H 0.2275
14. H 0.2314
15. H 0.2337

---

Record 7
The following is a DFT calculation (ωB97M-V/def2-TZVPD) of 2 unconnected molecules or ions with the total composition C4H10N.

Net charge: +2
Highest occupied orbital energy (spin up / spin down) (eV): -21.20 / -21.21
Energy above the lowest of the compared OMol25 structures with the same formula, charge and spin (kcal per mole): 52.0
Multiplicity: 2
HOMO-LUMO gap (spin up / spin down) (eV): 11.219 / 7.217
Max |F| (eV/A): 5.60

The geometry in XYZ format:
```
15
C4H10N (ωB97M-V/def2-TZVPD)
C 2.28 -0.84 -0.08
C 2.32 0.32 0.62
H 2.49 -0.81 -1.25
H 2.02 -1.90 0.21
H 2.49 1.33 0.19
H 2.37 0.40 1.69
C -2.10 1.12 0.04
C -0.87 -1.02 -0.06
N -1.30 0.07 -0.59
H -3.09 1.05 -0.44
H -2.18 0.82 1.10
H -1.65 2.11 -0.26
H -1.35 -1.18 0.87
H -0.12 -1.64 -0.39
H -1.32 0.18 -1.64
```

How is the electron density shared among the atoms? According to natural (NBO), the charges in e are:
1. C -0.0586
2. C -0.0150
3. H 0.2747
4. H 0.2693
5. H 0.2654
6. H 0.2565
7. C -0.4390
8. C 0.1159
9. N -0.3702
10. H 0.2736
11. H 0.2443
12. H 0.2767
13. H 0.2311
14. H 0.2131
15. H 0.4623

---

Record 8
The following is a DFT calculation (ωB97M-V/def2-TZVPD) of C4H10N2 in the gas phase.

Net charge: 0
Highest occupied orbital energy (eV): -7.68
SMILES string: N/C=C/CCN
Energy above the lowest of the compared OMol25 structures with the same formula, charge and spin (kcal per mole): 51.9
HOMO-LUMO gap (eV): 8.823
Max |F| (eV/A): 1.81

The geometry in XYZ format:
```
16
C4H10N2 (ωB97M-V/def2-TZVPD)
C -1.05 -1.26 0.36
C -0.57 -0.12 -0.52
C 0.05 1.00 0.29
C 1.19 1.56 -0.17
N 2.34 1.81 0.63
N -1.14 -2.51 -0.45
H -1.98 -1.06 0.88
H -0.24 -1.54 1.04
H 0.19 -0.57 -1.15
H -1.40 0.26 -1.14
H -0.44 1.38 1.18
H 1.32 1.85 -1.21
H 2.14 2.40 1.44
H 3.01 2.29 0.04
H -1.71 -2.28 -1.26
H -1.71 -3.20 0.04
```

How is the electron density shared among the atoms? According to natural (NBO), the charges in e are:
1. C -0.2111
2. C -0.4401
3. C -0.3011
4. C 0.0140
5. N -0.8028
6. N -0.8250
7. H 0.1696
8. H 0.1921
9. H 0.2185
10. H 0.1923
11. H 0.1988
12. H 0.1813
13. H 0.3672
14. H 0.3589
15. H 0.3376
16. H 0.3499

---

Record 9
The following is a DFT calculation (ωB97M-V/def2-TZVPD) of 2 unconnected molecules or ions with the total composition C4H10N2.

Net charge: 0
Highest occupied orbital energy (eV): -9.42
SMILES string: [H]/N=N\C.C=CC
Energy above the lowest of the compared OMol25 structures with the same formula, charge and spin (kcal per mole): 137.4
HOMO-LUMO gap (eV): 9.710
Max |F| (eV/A): 13.42

The geometry in XYZ format:
```
16
C4H10N2 (ωB97M-V/def2-TZVPD)
C -1.30 1.24 -1.19
C -1.26 1.15 0.17
C -1.73 -0.38 0.49
C 1.52 -0.50 -0.45
N 2.31 -0.40 1.73
N 1.66 0.18 0.75
H -1.10 2.24 -1.75
H -1.49 0.61 -1.97
H -0.97 -1.15 0.73
H -2.20 -0.58 -0.37
H -2.51 -0.32 1.33
H 0.86 0.22 -1.08
H 2.56 -0.47 -1.04
H 0.97 -1.46 -0.38
H 2.87 -1.30 1.46
H -1.48 1.93 0.60
```

How is the electron density shared among the atoms? According to natural (NBO), the charges in e are:
1. C -0.3967
2. C -0.1296
3. C -0.6226
4. C -0.5260
5. N -0.3011
6. N -0.1185
7. H 0.1773
8. H 0.1830
9. H 0.2057
10. H 0.1973
11. H 0.2110
12. H 0.2364
13. H 0.2195
14. H 0.2218
15. H 0.2684
16. H 0.1740

---

Record 10
The following is a DFT calculation (ωB97M-V/def2-TZVPD) of 2 unconnected molecules or ions with the total composition C4H10N2.

Net charge: 0
Highest occupied orbital energy (spin up / spin down) (eV): -9.23 / -9.43
Energy above the lowest of the compared OMol25 structures with the same formula, charge and spin (kcal per mole): 133.7
HOMO-LUMO gap (spin up / spin down) (eV): 8.829 / 9.322
Max |F| (eV/A): 4.87

The geometry in XYZ format:
```
16
C4H10N2 (ωB97M-V/def2-TZVPD)
C -0.47 -1.39 0.51
C 0.39 -0.20 0.11
C 1.80 0.07 0.73
C 0.32 0.31 -1.27
N -0.79 -0.18 0.94
N -2.51 1.24 -0.36
H -1.12 -2.02 -0.20
H -0.23 -2.03 1.35
H 2.09 1.17 0.50
H 2.58 -0.67 0.23
H 1.73 -0.10 1.81
H 0.88 -0.30 -1.88
H 0.76 1.24 -1.35
H -0.69 0.31 -1.56
H -1.87 1.93 0.02
H -2.88 0.64 0.41
```

How is the electron density shared among the atoms? According to natural (NBO), the charges in e are:
1. C -0.3340
2. C 0.0380
3. C -0.6123
4. C -0.6161
5. N -0.2220
6. N -0.6370
7. H 0.2240
8. H 0.2202
9. H 0.2127
10. H 0.2220
11. H 0.2199
12. H 0.2111
13. H 0.2051
14. H 0.2399
15. H 0.3070
16. H 0.3216

---

Record 11
The following is a DFT calculation (ωB97M-V/def2-TZVPD) of 2 unconnected molecules or ions with the total composition C4H10N2.

Net charge: 0
Highest occupied orbital energy (eV): -8.39
SMILES string: C=CN.C=CN
Energy above the lowest of the compared OMol25 structures with the same formula, charge and spin (kcal per mole): 45.6
HOMO-LUMO gap (eV): 9.231
Max |F| (eV/A): 2.28

The geometry in XYZ format:
```
16
C4H10N2 (ωB97M-V/def2-TZVPD)
C -0.90 3.42 -0.31
C -0.06 2.53 -0.82
N 0.95 2.80 -1.72
H -0.98 4.42 -0.74
H -1.62 3.32 0.48
H -0.15 1.46 -0.63
H 1.18 3.76 -1.87
H 1.07 2.23 -2.54
C 0.68 -2.75 1.93
C -0.25 -3.35 1.22
N -0.37 -3.25 -0.19
H 1.48 -2.18 1.48
H 0.72 -2.86 3.00
H -1.01 -3.96 1.68
H 0.46 -2.83 -0.57
H -1.19 -2.77 -0.41
```

How is the electron density shared among the atoms? According to natural (NBO), the charges in e are:
1. C -0.5195
2. C 0.0141
3. N -0.8219
4. H 0.1850
5. H 0.2086
6. H 0.1807
7. H 0.3739
8. H 0.3788
9. C -0.4798
10. C 0.0015
11. N -0.8278
12. H 0.1885
13. H 0.2039
14. H 0.1857
15. H 0.3616
16. H 0.3668

---

Record 12
The following is a DFT calculation (ωB97M-V/def2-TZVPD) of 2 unconnected molecules or ions with the total composition C4H10N2.

Net charge: 0
Highest occupied orbital energy (eV): -8.36
SMILES string: C=CN.C=CN
Energy above the lowest of the compared OMol25 structures with the same formula, charge and spin (kcal per mole): 62.2
HOMO-LUMO gap (eV): 9.450
Max |F| (eV/A): 1.83

The geometry in XYZ format:
```
16
C4H10N2 (ωB97M-V/def2-TZVPD)
C 5.44 -0.20 -2.39
C 4.34 -0.34 -3.14
N 3.36 -1.31 -3.00
H 5.68 -0.93 -1.62
H 6.05 0.69 -2.39
H 4.27 0.21 -4.08
H 3.19 -1.70 -2.10
H 3.15 -1.82 -3.83
C -3.99 1.59 2.26
C -4.74 0.87 3.10
N -4.54 -0.44 3.66
H -2.91 1.72 2.33
H -4.42 2.25 1.52
H -5.78 1.17 3.19
H -5.35 -0.97 3.36
H -3.74 -0.79 3.13
```

How is the electron density shared among the atoms? According to natural (NBO), the charges in e are:
1. C -0.5057
2. C 0.0108
3. N -0.8396
4. H 0.1875
5. H 0.2040
6. H 0.1770
7. H 0.3846
8. H 0.3814
9. C -0.5218
10. C 0.0237
11. N -0.8124
12. H 0.1978
13. H 0.2081
14. H 0.1703
15. H 0.3715
16. H 0.3629

---

The highest net charge belongs to which entry?
number 7